Entry 1:
A single C2H5N3O2 molecule, computed with ωB97M-V with the def2-TZVPD basis set.

```
! wB97M-V def2-TZVPD RIJCOSX def2/J DEFGRID3
* xyz 0 1
H 0.54 -1.60 -0.11
N -0.37 -1.21 -0.08
C -0.38 0.03 0.01
C 0.78 0.98 -0.05
N 2.05 0.67 -0.09
O 2.23 -0.70 0.09
N -1.65 0.64 -0.02
O -2.74 -0.23 -0.04
H 0.47 2.01 -0.31
H 3.24 -0.82 -0.03
H -1.83 1.39 0.67
H -2.34 -1.16 -0.04
*
```

As for the HOMO-LUMO gap: 9.31 eV. As for the structure (SMILES): [H]/N=C(\C=N/O)NO.


Entry 2:
A single C2H5N3O2 molecule, computed with ωB97M-V with the def2-TZVPD basis set.

```
! wB97M-V def2-TZVPD RIJCOSX def2/J DEFGRID3
* xyz 0 1
C -0.10 0.46 0.32
C -0.81 -0.74 -0.35
N 0.25 -1.84 -0.49
N 0.82 0.07 1.11
N -0.34 1.75 -0.11
O 0.76 -1.91 -1.54
O 1.13 -1.13 1.40
H -1.52 -1.28 0.20
H -1.19 -0.40 -1.32
H 1.34 0.84 1.76
H -0.59 1.66 -1.13
H 0.24 2.52 0.16
*
```

As for the HOMO-LUMO gap (spin up / spin down): 8.33 / 8.33 eV.


Entry 3:
3 unconnected molecules or ions with the total composition C2H5N3O2, computed with ωB97M-V with the def2-TZVPD basis set.

```
! wB97M-V def2-TZVPD RIJCOSX def2/J DEFGRID3
* xyz 0 1
O -2.76 1.36 -0.53
C -3.70 0.92 -0.06
O -4.70 0.59 0.38
N -2.19 -1.57 0.39
C -1.37 -1.95 -0.32
N -0.41 -2.23 -1.18
H -0.73 -2.93 -1.78
H 0.55 -2.48 -1.03
N 0.40 0.56 1.02
H 0.69 0.97 1.88
H -0.56 0.32 1.04
H 0.70 0.84 0.03
*
```

As for the HOMO-LUMO gap: 9.85 eV. As for the structure (SMILES): O=C=O.N#CN.N.


Relative energy (zero: lowest compared OMol25 entry of this formula, charge and spin), record by record: 5.327 7.252 1.627 eV